The following is a DFT calculation (ωB97M-V/def2-TZVPD) of a cluster of 2 separate species, C3H5N3O in total.

Geometry as XYZ:
```
12
Properties=species:S:1:pos:R:3:nbo_charge:R:1
N 0.20 1.47 -0.97 -0.339
C -0.60 0.78 -0.49 0.264
C -1.73 -0.03 0.01 -0.163
O -2.94 0.65 -0.20 -0.683
H -1.69 -1.01 -0.48 0.208
H -1.62 -0.19 1.08 0.231
H -2.97 0.93 -1.13 0.474
N 2.99 0.45 -0.05 -0.694
C 2.18 -0.42 0.17 0.670
N 1.30 -1.22 0.51 -0.770
H 3.27 0.66 -1.00 0.407
H 1.65 -2.15 0.74 0.396
```

Computed properties:
Charge: 0
HOMO-LUMO gap: 11.279 eV
SMILES string: N#CCO.N=C=N
LUMO level: 0.70 eV

The following is a DFT calculation (ωB97M-V/def2-TZVPD) of an isolated molecule of C3H5N3O.

Geometry as XYZ:
```
12
Properties=species:S:1:pos:R:3:nbo_charge:R:1
N 0.74 -0.69 1.26 -0.831
C -0.26 -0.03 0.48 -0.211
C -1.53 0.46 0.96 0.372
O -2.36 1.03 0.26 -0.575
C -0.03 0.24 -0.84 0.373
N -0.30 0.71 -2.01 -0.270
N 1.03 0.00 -1.79 -0.487
H 1.06 -0.12 2.03 0.363
H 0.40 -1.57 1.65 0.363
H -1.73 0.28 2.04 0.102
H 1.13 -0.90 -2.24 0.401
H 1.86 0.59 -1.79 0.401
```

Computed properties:
Charge: 0
HOMO-LUMO gap: 8.565 eV
SMILES string: N/C(=C/[O-])C1=N[NH2+]1
LUMO level: 0.40 eV

The following is a DFT calculation (ωB97M-V/def2-TZVPD) of an isolated molecule of C3H5N3O.

Geometry as XYZ:
```
12
Properties=species:S:1:pos:R:3:nbo_charge:R:1
N -0.59 -1.43 -1.12 -0.763
C -0.23 -0.22 -0.68 0.442
C -0.15 0.10 0.80 0.146
N 0.01 1.52 0.66 -0.651
C 0.28 1.93 -0.60 0.215
O 0.98 -0.52 1.37 -0.690
N 0.15 0.77 -1.43 -0.605
H -0.77 -2.18 -0.48 0.404
H -0.49 -1.64 -2.10 0.413
H -1.02 -0.21 1.40 0.197
H 0.10 2.14 1.45 0.412
H 1.74 -0.29 0.80 0.480
```

Computed properties:
Charge: 0
HOMO-LUMO gap: 8.816 eV
LUMO level: 0.52 eV

The following is a DFT calculation (ωB97M-V/def2-TZVPD) of an isolated molecule of C3H5N3O.

Geometry as XYZ:
```
12
Properties=species:S:1:pos:R:3:nbo_charge:R:1
O -1.46 1.08 0.47 -0.706
C -1.70 -0.26 0.03 -0.099
C -0.29 -0.69 -0.24 0.248
N 0.51 -0.76 0.88 -0.486
C 1.61 -0.16 0.48 0.162
N 1.51 0.16 -0.82 -0.357
N 0.30 -0.17 -1.30 -0.248
H -0.55 1.08 0.84 0.468
H -2.31 -0.24 -0.88 0.199
H -2.20 -0.85 0.81 0.186
H 2.45 0.09 1.11 0.213
H 2.12 0.72 -1.39 0.419
```

Computed properties:
Charge: 0
HOMO-LUMO gap: 10.725 eV
SMILES string: OCc1nc[nH]n1
LUMO level: 0.77 eV

The following is a DFT calculation (ωB97M-V/def2-TZVPD) of a structure of composition C3H5N3O.

Geometry as XYZ:
```
12
Properties=species:S:1:pos:R:3:nbo_charge:R:1
N 0.72 -1.13 -0.81 -0.340
C -0.34 1.42 -0.24 0.716
N 0.10 -2.14 -0.12 -0.655
N -1.34 0.85 0.48 -0.838
C 1.06 -0.05 -0.24 0.309
C 1.26 1.04 0.41 -0.426
O -0.45 2.33 -1.00 -0.573
H 0.12 -2.98 -0.69 0.370
H 0.51 -2.35 0.79 0.346
H -2.27 1.21 0.29 0.404
H -1.24 -0.13 0.74 0.409
H 1.86 1.93 0.39 0.279
```

Computed properties:
Charge: 0
HOMO-LUMO gap: 9.378 eV
LUMO level: 0.83 eV

The following is a DFT calculation (ωB97M-V/def2-TZVPD) of an isolated molecule of C3H5N3O.

Geometry as XYZ:
```
12
Properties=species:S:1:pos:R:3:nbo_charge:R:1
N 1.79 -1.05 0.19 -0.648
N 0.54 -0.46 -0.31 -0.177
N -0.75 -1.07 -0.07 -0.415
C -1.63 -0.02 0.05 0.043
C -1.03 1.16 0.17 -0.423
C 0.41 1.01 -0.10 0.615
O 1.35 1.76 -0.13 -0.595
H 1.96 -0.72 1.19 0.356
H 2.47 -0.70 -0.47 0.381
H -0.94 -1.93 -0.67 0.409
H -2.68 -0.11 0.06 0.220
H -1.49 2.12 0.09 0.234
```

Computed properties:
Charge: 0
HOMO-LUMO gap: 9.604 eV
SMILES string: Nn1[nH]ccc1=O
LUMO level: 0.85 eV

The following is a DFT calculation (ωB97M-V/def2-TZVPD) of an isolated molecule of C3H5N3O.

Geometry as XYZ:
```
12
Properties=species:S:1:pos:R:3:nbo_charge:R:1
H -2.83 -1.25 -0.08 0.341
N -2.23 -0.46 0.14 -0.607
C -0.97 -0.81 -0.18 0.269
N 0.14 -0.19 0.26 -0.522
C 1.48 -0.78 -0.04 0.589
O 2.41 -0.16 -0.03 -0.488
C 0.35 1.21 0.12 0.241
N -0.50 2.10 -0.16 -0.609
H -0.09 2.95 -0.05 0.344
H -0.58 -1.92 -0.42 0.130
H 1.33 -1.92 0.00 0.122
H 1.50 1.23 0.44 0.191
```

Computed properties:
Charge: 0
HOMO-LUMO gap: 10.293 eV
SMILES string: [H]/N=C/N(C=O)/C=N/[H]
LUMO level: 0.67 eV

The following is a DFT calculation (ωB97M-V/def2-TZVPD) of a cluster of 2 separate species, C3H5N3O in total.

Geometry as XYZ:
```
12
Properties=species:S:1:pos:R:3:nbo_charge:R:1
C -0.41 -0.10 -0.30 0.322
C -0.18 0.10 1.29 -0.528
C 1.26 0.51 1.18 0.069
H -2.22 -0.80 -2.44 0.483
H -0.60 1.29 1.68 0.248
H -0.55 -0.74 1.97 0.273
H 1.85 0.55 2.10 0.199
H 1.22 -0.56 -1.66 0.345
N -1.57 -0.64 -0.81 -0.186
N 1.80 0.65 0.07 -0.238
N 0.66 0.64 -0.84 -0.397
O -1.25 -0.89 -2.22 -0.592
```

Computed properties:
Charge: 0
HOMO-LUMO gap: 8.828 eV
LUMO level: -0.16 eV

The following is a DFT calculation (ωB97M-V/def2-TZVPD) of a structure of composition C3H5N3O2S.

Geometry as XYZ:
```
14
Properties=species:S:1:pos:R:3:nbo_charge:R:1
C -1.90 -0.94 -0.58 -0.162
C -2.90 -0.96 0.37 0.025
C 0.83 1.31 -0.45 0.501
N -1.01 -0.04 -0.39 -0.124
N 0.16 0.06 -0.87 -0.347
N -2.88 -0.03 1.30 -0.641
O 1.70 1.83 -1.33 -0.677
O 1.31 1.22 0.82 -0.710
S -1.77 1.05 0.94 0.643
H -1.90 -1.63 -1.37 0.234
H -3.82 -1.61 0.28 0.216
H -0.03 2.01 -0.34 0.075
H 2.50 2.00 -0.96 0.484
H 0.89 0.44 1.19 0.483
```

Computed properties:
Charge: 0
HOMO-LUMO gap (spin up / spin down): 8.134 / 8.132 eV
LUMO level (spin up / spin down): -0.16 / -0.16 eV

The following is a DFT calculation (ωB97M-V/def2-TZVPD) of a cluster of 2 separate species, C3H5N3O3 in total.

Geometry as XYZ:
```
14
Properties=species:S:1:pos:R:3:nbo_charge:R:1
O 0.87 1.02 -3.13 -0.451
C 0.95 1.38 -2.00 0.339
C 1.06 0.38 -0.76 0.676
O 1.34 -0.78 -0.95 -0.551
O 1.33 1.11 0.33 -0.685
H 1.18 2.43 -1.72 0.127
H 1.36 0.47 1.11 0.513
N -3.02 -0.68 0.28 -0.711
C -1.88 -0.45 0.63 0.601
N -0.93 -0.41 1.40 -0.348
N 0.26 -1.08 1.60 -0.697
H -3.58 -0.12 -0.33 0.398
H 0.88 -1.28 2.38 0.414
H 0.18 -2.00 1.15 0.375
```

Computed properties:
Charge: 0
HOMO-LUMO gap: 8.960 eV
SMILES string: O=CC(=O)O.N=C=NN
LUMO level: -0.03 eV

The following is a DFT calculation (ωB97M-V/def2-TZVPD) of an isolated molecule of C3H5N3OS.

Geometry as XYZ:
```
13
Properties=species:S:1:pos:R:3:nbo_charge:R:1
H -2.41 1.80 0.01 0.343
N -1.42 2.01 -0.04 -0.686
C -0.70 0.97 0.09 0.389
C 0.70 0.91 -0.16 -0.443
C 1.09 -0.30 0.04 0.482
N 2.18 -1.01 -0.35 -0.814
O 0.08 -1.16 0.44 -0.366
N -1.17 -0.35 0.45 -0.316
S -2.47 -1.13 -0.37 0.226
H 1.23 1.87 -0.40 0.255
H 2.63 -1.66 0.43 0.408
H 3.02 -0.27 -0.91 0.403
H -2.76 -1.70 0.78 0.120
```

Computed properties:
Charge: 0
HOMO-LUMO gap: 9.056 eV
SMILES string: [H]/N=c1/cc(N)on1S
LUMO level: 0.49 eV

The following is a DFT calculation (ωB97M-V/def2-TZVPD) of a structure of composition C3H5N3OS.

Geometry as XYZ:
```
13
Properties=species:S:1:pos:R:3:nbo_charge:R:1
C -1.73 -0.12 0.14 -0.485
C 0.00 1.09 -1.07 0.273
C 1.72 0.35 -0.17 0.243
H -2.23 1.10 0.45 0.244
H -2.41 -0.94 -1.03 0.231
H -1.96 -0.98 1.34 0.296
H -0.62 1.54 -1.77 0.203
H 1.70 -1.57 1.52 0.524
N -0.45 -0.20 -0.50 -0.318
N 1.23 1.40 -0.97 -0.396
N 0.73 -0.29 0.36 0.014
O 0.69 -1.45 1.21 -0.524
S 3.35 0.07 0.47 -0.305
```

Computed properties:
Charge: 0
HOMO-LUMO gap: 7.904 eV
LUMO level: -0.52 eV

The following is a DFT calculation (ωB97M-V/def2-TZVPD) of an isolated molecule of C3H5N3OS.

Geometry as XYZ:
```
13
Properties=species:S:1:pos:R:3:nbo_charge:R:1
C -1.20 -0.53 -0.10 -0.126
C 0.37 1.64 -0.10 0.503
C 1.70 -0.47 -0.35 -0.466
N 1.12 0.61 1.65 -0.184
N 1.12 0.51 0.48 -0.145
N -2.42 -1.08 -0.05 -0.789
O 0.75 2.75 -0.12 -0.496
S -1.37 1.18 -0.14 0.192
H 0.89 -0.82 -1.16 0.259
H 2.73 0.01 -0.83 0.217
H 1.98 -1.21 0.38 0.234
H -2.47 -2.16 0.08 0.421
H -3.20 -0.41 0.26 0.380
```

Computed properties:
Charge: 0
HOMO-LUMO gap: 8.458 eV
LUMO level: 0.33 eV

The following is a DFT calculation (ωB97M-V/def2-TZVPD) of an isolated molecule of C3H5N3OS.

Geometry as XYZ:
```
13
Properties=species:S:1:pos:R:3:nbo_charge:R:1
O 1.29 -1.29 -1.23 -0.541
N 0.55 -0.94 -0.16 -0.060
C 0.30 -1.49 1.02 -0.082
C -0.35 -0.56 1.70 -0.117
N -0.62 0.49 0.86 -0.539
C 0.06 0.33 -0.26 0.512
N 0.25 0.86 -1.48 -0.816
S -0.36 2.47 -1.65 0.130
H 0.88 -0.52 -1.94 0.511
H 0.81 -2.35 1.37 0.236
H -0.51 -0.62 2.81 0.235
H -0.78 1.43 1.25 0.432
H -1.55 2.19 -2.29 0.099
```

Computed properties:
Charge: 0
HOMO-LUMO gap: 8.606 eV
SMILES string: On1cc[nH]/c1=N\S
LUMO level: 0.73 eV

The following is a DFT calculation (ωB97M-V/def2-TZVPD) of an isolated molecule of C3H5N3OS.

Geometry as XYZ:
```
13
Properties=species:S:1:pos:R:3:nbo_charge:R:1
C -1.72 1.19 -0.21 0.005
C -1.31 1.73 -1.39 -0.558
C 0.54 0.29 -0.36 0.144
N -0.92 0.24 0.38 -0.560
N 1.51 -1.50 0.94 -0.637
N 1.55 -0.53 -0.05 -0.380
O 1.07 1.95 -2.57 -0.935
S 0.18 0.90 -1.98 1.281
H -2.59 1.59 0.29 0.215
H -1.87 2.47 -1.95 0.245
H 0.53 -1.59 1.32 0.400
H 2.08 -1.27 1.78 0.364
H 2.48 -0.45 -0.47 0.416
```

Computed properties:
Charge: 0
HOMO-LUMO gap (spin up / spin down): 7.556 / 7.558 eV
LUMO level (spin up / spin down): -0.47 / -0.46 eV

The following is a DFT calculation (ωB97M-V/def2-TZVPD) of an isolated molecule of C3H5N3OS.

Geometry as XYZ:
```
13
Properties=species:S:1:pos:R:3:nbo_charge:R:1
N -1.02 1.29 1.76 -0.661
N -0.82 1.41 0.40 -0.288
N -0.32 0.43 -0.31 -0.362
S -1.32 -1.02 -0.91 0.350
C 0.27 -1.71 -1.40 -0.271
C 1.35 -1.09 -0.91 -0.340
C 1.07 0.17 -0.23 0.610
O 1.81 0.91 0.37 -0.577
H -1.78 0.62 1.82 0.330
H -0.20 1.01 2.30 0.370
H -1.50 2.08 0.11 0.374
H 0.16 -2.60 -1.94 0.226
H 2.30 -1.50 -1.07 0.240
```

Computed properties:
Charge: 0
HOMO-LUMO gap: 9.050 eV
SMILES string: NNn1sccc1=O
LUMO level: 0.23 eV

The following is a DFT calculation (ωB97M-V/def2-TZVPD) of a cluster of 2 separate species, C3H5N3OS2 in total.

Geometry as XYZ:
```
14
Properties=species:S:1:pos:R:3:nbo_charge:R:1
C -2.13 -0.19 1.24 -0.057
C -2.97 -0.55 0.18 -0.452
C -0.83 0.19 -0.48 -0.084
N -0.95 0.25 0.80 -0.522
N 2.53 1.24 -1.46 -1.097
N 2.15 0.19 0.67 -1.045
O 1.95 -1.28 -1.34 -0.906
S -2.11 -0.49 -1.37 0.435
S 1.74 0.07 -0.90 2.020
H -2.34 -0.02 2.29 0.222
H -3.86 -1.23 0.22 0.243
H 2.98 1.24 -2.35 0.409
H 1.81 1.09 1.16 0.421
H 2.04 -0.52 1.34 0.411
```

Computed properties:
Charge: 0
HOMO-LUMO gap (spin up / spin down): 7.692 / 7.759 eV
LUMO level (spin up / spin down): -1.19 / -1.26 eV

The following is a DFT calculation (ωB97M-V/def2-TZVPD) of an isolated molecule of C3H5N3S.

Geometry as XYZ:
```
12
Properties=species:S:1:pos:R:3:nbo_charge:R:1
N -0.41 -0.62 -1.66 -0.808
C -0.16 0.16 -0.61 0.325
C 1.03 0.98 -0.39 -0.369
C 0.96 1.35 0.95 -0.044
N -0.04 0.72 1.64 -0.293
N -0.73 0.11 0.70 -0.324
S -1.96 -1.10 0.83 0.181
H 0.57 -1.27 -1.96 0.398
H -1.14 -1.14 -1.28 0.378
H 1.52 1.26 -1.15 0.204
H 1.60 1.84 1.77 0.228
H -1.24 -2.28 1.17 0.123
```

Computed properties:
Charge: 0
HOMO-LUMO gap: 8.585 eV
SMILES string: Nc1ccnn1S
LUMO level: 0.45 eV

The following is a DFT calculation (ωB97M-V/def2-TZVPD) of a cluster of 2 separate species, C3H5N3S2 in total.

Geometry as XYZ:
```
13
Properties=species:S:1:pos:R:3:nbo_charge:R:1
C -2.08 0.32 -0.19 -0.061
C -1.66 0.50 1.07 -0.081
C -0.15 -0.85 0.23 0.103
N -1.05 -0.41 -0.74 -0.515
N -0.62 -0.26 1.31 -0.435
N 2.64 0.17 -0.20 -0.881
S 1.14 -1.92 -0.16 0.045
S 1.92 1.61 0.06 0.158
H -2.88 0.69 -0.80 0.220
H -2.20 0.92 1.89 0.208
H -1.06 -0.62 -1.73 0.412
H 2.74 -0.03 -1.24 0.421
H 3.27 -0.14 0.50 0.406
```

Computed properties:
Charge: 0
HOMO-LUMO gap (spin up / spin down): 6.698 / 7.299 eV
LUMO level (spin up / spin down): -1.75 / -0.99 eV

The following is a DFT calculation (ωB97M-V/def2-TZVPD) of a structure of composition C3H5N4.

Geometry as XYZ:
```
12
Properties=species:S:1:pos:R:3:nbo_charge:R:1
C -1.80 0.14 -0.03 0.051
C 0.57 -0.47 0.01 0.309
C 1.86 -0.24 -0.02 -0.398
N -1.59 -1.15 0.00 -0.038
N -0.49 2.09 0.02 -0.181
N -0.33 -1.48 0.03 -0.387
N -0.68 0.90 0.00 0.012
H -2.80 0.52 -0.04 0.264
H 2.27 0.76 -0.06 0.255
H 2.59 -1.03 0.00 0.278
H 0.47 2.43 0.06 0.379
H -0.10 -2.47 0.04 0.455
```

Computed properties:
Charge: +1
HOMO-LUMO gap (spin up / spin down): 7.761 / 7.759 eV
LUMO level (spin up / spin down): -6.46 / -6.46 eV